A cluster of 15 separate species, C93H186N9O18 in total at a distorted geometry. Source: the Open Molecules 2025 dataset; level of theory: the ωB97M-V functional and the def2-TZVPD basis.

XYZ file:
```
306
Properties=species:S:1:pos:R:3:mulliken_charge:R:1
C 1.49205 1.43987 9.80259 -1.57
C 1.93970 1.90377 8.36158 0.25
C 3.40453 1.40700 8.08139 -0.87
N 3.79992 1.32255 6.61938 0.87
C 3.15083 0.10620 5.96084 -1.10
C 3.66657 -0.07376 4.54402 0.52
C 5.20380 -0.27693 4.56413 -1.10
C 5.82843 0.97181 5.12841 0.03
C 5.26249 1.22196 6.54051 -1.07
C 3.48339 2.62708 5.91127 -0.06
H 1.35396 0.40920 9.83813 0.42
H 0.57706 1.99132 10.10350 0.40
H 2.29286 1.60626 10.53261 0.36
H 1.95392 3.00085 8.23672 0.09
H 1.23237 1.58554 7.60678 0.09
H 3.60238 0.36968 8.44685 0.43
H 4.03653 2.08521 8.59594 0.49
H 3.44834 -0.68659 6.64149 0.47
H 2.10021 0.25765 5.99027 0.49
H 3.11857 -0.98520 4.19763 0.28
H 3.35432 0.80075 3.90619 -0.09
H 5.54315 -1.12900 5.17021 0.38
H 5.52151 -0.57356 3.61967 0.29
H 6.90062 0.84432 5.27426 0.51
H 5.62644 1.84602 4.43499 0.10
H 5.56636 0.31441 7.08827 0.45
H 5.67054 2.13633 6.86584 0.42
H 2.42001 2.93006 5.98418 -0.44
H 3.71140 2.56801 4.83102 -0.41
H 4.05452 3.33427 6.45041 0.54
C 1.22085 1.75364 -1.94905 -1.59
C 0.18370 0.64244 -1.74484 2.09
C 0.93530 -0.60688 -1.30710 0.33
N 0.12662 -1.53930 -0.38632 1.18
C 0.75518 -2.91826 -0.32429 0.77
C -0.01873 -3.78110 0.63470 0.75
C -0.06538 -3.19420 2.09603 -1.52
C -0.76422 -1.83738 1.95565 0.40
C -0.01399 -0.92256 1.00960 -0.55
C -1.22953 -1.67489 -0.98074 1.26
H 0.60978 2.62718 -2.05518 0.58
H 1.81235 1.64099 -2.86554 0.20
H 1.85355 1.79374 -1.04078 0.05
H -0.34735 0.52261 -2.68108 -1.09
H -0.52288 0.91189 -0.92421 -0.60
H 1.89675 -0.42153 -0.82531 0.75
H 1.06806 -1.19055 -2.22900 -0.83
H 1.75638 -2.70745 0.09366 0.00
H 0.82440 -3.45236 -1.27214 -0.85
H 0.43615 -4.79559 0.69920 0.45
H -1.06037 -4.03127 0.34437 -0.93
H 0.97961 -3.08936 2.45973 0.16
H -0.66024 -3.86902 2.73366 0.73
H -0.81053 -1.32447 2.91238 1.03
H -1.79333 -2.05608 1.70243 -0.96
H 0.93522 -0.87568 1.39702 0.70
H -0.56041 -0.01186 0.90690 -0.11
H -1.12379 -2.28931 -1.85520 -0.44
H -1.57326 -0.69407 -1.31749 -0.41
H -1.92822 -2.05514 -0.24146 0.21
C -7.61019 -3.81752 -1.09225 -1.53
C -6.11370 -3.87839 -1.21006 1.40
C -5.71284 -4.35447 -2.53818 -1.52
N -4.19122 -4.40621 -2.79943 0.81
C -3.36786 -5.28678 -1.84441 1.39
C -3.74076 -6.76847 -1.99499 -1.14
C -3.47901 -7.29495 -3.38737 -0.48
C -4.19250 -6.40121 -4.32279 -0.98
C -3.83594 -4.94472 -4.13195 -0.11
C -3.53231 -3.01374 -2.82551 1.04
H -8.13084 -3.28216 -1.87784 0.45
H -7.93386 -3.27355 -0.18684 0.17
H -8.13184 -4.69609 -0.99389 0.50
H -5.69861 -4.48353 -0.38792 -0.47
H -5.71120 -2.88112 -0.97372 0.01
H -6.05893 -3.78029 -3.41069 0.38
H -6.06397 -5.33247 -2.78104 0.60
H -3.43325 -4.79080 -0.83377 -0.98
H -2.37221 -5.18611 -2.16821 -0.14
H -4.76575 -6.89868 -1.65457 0.44
H -3.09848 -7.33722 -1.25478 0.50
H -3.73387 -8.31505 -3.57798 0.57
H -2.37149 -7.25441 -3.52380 -0.04
H -5.34906 -6.55472 -4.21369 0.21
H -3.96676 -6.62220 -5.34741 0.57
H -4.34101 -4.29833 -4.83841 0.57
H -2.78651 -4.81831 -4.31286 -0.29
H -2.49569 -3.02913 -3.22035 -0.90
H -3.41822 -2.69722 -1.76570 -0.41
H -4.21800 -2.31609 -3.33330 0.58
C 9.11166 0.99156 -1.43885 -1.78
C 7.74338 0.51560 -1.86240 1.38
C 7.35945 -0.69065 -0.96928 0.03
C 7.15193 -0.37189 0.40519 -0.87
C 6.02143 0.65693 0.59895 0.60
C 6.27874 2.07678 -0.13312 1.19
N 6.86056 1.70770 -1.52859 1.19
O 6.81461 2.64092 -2.36387 -0.46
C 7.41140 2.97155 0.56722 -1.30
C 4.95540 2.81029 -0.34961 -1.10
C 7.50391 0.30035 -3.34712 -1.52
H 9.20086 1.38803 -0.45593 0.34
H 9.46968 1.76801 -2.07241 0.47
H 9.80999 0.15244 -1.57297 0.37
H 8.17629 -1.45168 -1.10151 0.57
H 6.56575 -1.22487 -1.46277 -0.66
H 8.07014 0.14737 0.83592 0.28
H 6.95506 -1.27345 1.06274 0.25
H 5.81198 0.88264 1.70586 -0.31
H 5.17777 0.24622 0.03748 -0.20
H 7.06906 3.07398 1.58206 0.26
H 7.48185 3.96372 0.14177 0.43
H 8.42355 2.52152 0.57095 0.31
H 4.40955 2.18859 -1.07139 0.19
H 5.16506 3.78852 -0.78845 0.66
H 4.38717 2.89871 0.54985 -0.37
H 8.21557 -0.49546 -3.57175 0.45
H 7.76247 1.28189 -3.89923 0.41
H 6.45080 -0.01471 -3.49044 0.23
C -7.47266 -2.58968 6.33239 -1.47
C -6.66654 -3.26020 5.26046 1.30
C -7.43589 -3.48223 3.95356 -1.63
C -7.19497 -2.54487 2.71120 0.95
C -6.87631 -1.15686 3.30626 -1.88
C -5.58953 -1.07018 4.12046 1.88
N -5.51735 -2.31515 4.95285 1.29
O -4.54024 -2.57091 5.54760 -0.45
C -5.72620 0.06804 5.13260 -1.85
C -4.25413 -0.85367 3.42376 -0.69
C -6.09442 -4.68313 5.67328 -1.77
H -7.94346 -1.70683 5.79291 0.38
H -6.91382 -2.17352 7.19593 0.30
H -8.23535 -3.29517 6.72238 0.42
H -8.47428 -3.33533 4.12149 0.52
H -7.34162 -4.54036 3.66847 0.47
H -8.09061 -2.50676 2.00926 0.32
H -6.35202 -2.99313 2.22752 -0.67
H -7.74516 -0.83363 3.93046 0.55
H -6.81668 -0.37493 2.53426 0.58
H -5.03345 -0.07017 5.94991 0.52
H -6.72117 0.33085 5.48569 0.36
H -5.32176 0.93575 4.64512 0.38
H -3.54238 -0.43997 4.11290 0.53
H -4.52483 -0.09680 2.69683 0.40
H -3.87123 -1.75748 2.92644 -0.95
H -6.86484 -5.43228 5.67743 0.47
H -5.52174 -4.63040 6.57375 0.43
H -5.40311 -5.00705 4.88515 0.30
C -1.90375 3.43242 -2.27311 -0.95
C -3.25412 2.76609 -2.37136 1.42
C -4.39657 3.57149 -1.61092 -0.80
C -5.83548 3.16910 -2.05501 -0.80
C -6.03647 3.23654 -3.58079 -1.18
C -4.97783 2.44411 -4.35780 1.43
N -3.63004 2.68168 -3.80916 0.37
O -2.80534 2.94531 -4.58939 0.50
C -4.95376 2.96355 -5.75583 -2.03
C -5.25783 0.91660 -4.30244 -1.10
C -3.27137 1.32137 -1.80314 0.11
H -1.68153 3.57294 -1.18161 -0.07
H -1.98867 4.37976 -2.75940 0.73
H -1.19333 2.90553 -2.88738 -0.26
H -4.25332 4.60489 -1.96858 0.48
H -4.24110 3.56543 -0.50930 0.15
H -6.52869 3.79348 -1.50874 0.56
H -6.06642 2.15796 -1.76863 0.37
H -6.11072 4.28609 -3.94601 0.41
H -6.96861 2.80194 -3.98396 0.42
H -4.60845 4.01937 -5.79990 0.36
H -5.95932 2.88201 -6.09702 0.63
H -4.26713 2.45599 -6.41693 0.23
H -5.73341 0.62447 -3.30846 0.26
H -4.36795 0.24523 -4.49996 -0.19
H -5.92462 0.73192 -5.13461 0.63
H -4.32323 0.99978 -1.75898 0.45
H -2.92142 1.42230 -0.75791 -0.21
H -2.69151 0.58951 -2.35487 -0.91
C 3.10069 7.39375 5.86910 -1.61
C 1.58164 7.32065 5.65121 1.04
C 1.10281 7.66824 4.23885 -0.97
C -0.29755 7.17477 3.94982 -1.31
C -0.48195 5.69150 4.02173 -0.15
C -0.14352 5.14935 5.46306 1.29
N 1.18989 5.80202 5.90274 1.21
O 1.87659 5.15502 6.64555 -0.33
C 0.02944 3.66634 5.41089 -0.84
C -1.17530 5.55976 6.55329 -1.57
C 0.86685 8.04007 6.79377 -1.45
H 3.31569 7.24804 6.98182 0.30
H 3.36669 8.39078 5.46093 0.45
H 3.54064 6.64555 5.32958 0.36
H 1.86346 7.35292 3.54988 0.42
H 1.06605 8.75414 4.24009 0.40
H -0.53297 7.59173 2.95896 0.37
H -1.01292 7.68179 4.49986 0.54
H 0.23214 5.09722 3.31234 -0.32
H -1.46422 5.23828 3.74697 0.67
H 0.04598 3.15819 6.36306 0.25
H 0.94558 3.54246 4.82064 -0.02
H -0.80070 3.20731 4.86192 -0.10
H -1.65067 6.52816 6.47263 0.34
H -0.64522 5.50217 7.54744 0.33
H -2.03718 4.91653 6.56673 0.45
H 1.01193 7.42583 7.66575 0.34
H -0.20651 8.03787 6.66952 0.30
H 1.28417 9.01544 7.00139 0.47
C 3.53705 -7.77490 -2.59325 -1.47
C 3.73922 -6.39556 -1.93634 1.73
C 3.13328 -6.27518 -0.52182 -0.95
C 3.68519 -5.19735 0.37804 0.96
C 5.06893 -5.61334 0.83929 -1.49
C 6.06661 -5.75091 -0.37549 1.39
N 5.29165 -6.22924 -1.60003 0.81
O 6.02345 -6.46460 -2.55183 -0.39
C 7.11017 -6.81683 -0.25668 -1.83
C 6.54783 -4.33767 -0.74331 -1.19
C 3.38958 -5.32020 -2.94377 -1.50
H 2.59131 -7.63935 -3.22742 0.23
H 3.54957 -8.63721 -1.94672 0.44
H 4.38391 -7.99472 -3.37429 0.37
H 3.12115 -7.24576 -0.01694 0.77
H 2.05397 -5.99768 -0.66326 -0.24
H 3.07542 -5.10036 1.24968 0.48
H 3.65889 -4.25707 -0.16988 -0.80
H 4.98077 -6.60614 1.30170 0.41
H 5.61746 -5.00141 1.59158 0.51
H 6.58548 -7.77118 -0.22570 0.47
H 7.64134 -6.62072 0.73419 0.36
H 7.87617 -6.89309 -0.96941 0.43
H 5.67338 -3.73470 -0.99776 0.01
H 7.33714 -4.30332 -1.50413 0.59
H 7.00183 -3.99392 0.28423 0.33
H 3.80647 -5.58526 -3.91928 0.59
H 3.69441 -4.33258 -2.79740 -0.14
H 2.31515 -5.40352 -2.95679 0.24
C 1.16757 2.49568 -7.07860 -1.50
C -0.18853 3.25117 -7.23750 1.56
C -0.64321 3.89050 -5.90140 -0.25
C -1.50880 5.12704 -6.00474 -0.21
C -0.61515 6.23450 -6.63808 -1.46
C -0.23048 5.97485 -8.11000 1.37
N 0.25386 4.43062 -8.21705 0.87
O 1.06730 4.14908 -9.00380 -0.37
C 0.95352 6.76055 -8.54040 -1.81
C -1.48489 6.00292 -8.96054 -1.58
C -1.19186 2.59855 -8.05374 -1.60
H 0.87886 1.55775 -6.63174 0.20
H 1.81899 3.08144 -6.42258 0.42
H 1.64250 2.31293 -8.04001 0.57
H 0.31798 4.17750 -5.41459 0.52
H -0.94560 3.10618 -5.29772 -0.43
H -1.70889 5.55032 -4.98238 0.21
H -2.49383 5.12888 -6.47002 0.17
H 0.27986 6.28177 -5.98380 0.45
H -1.09569 7.27660 -6.70090 0.48
H 1.06212 6.69863 -9.60699 0.42
H 1.89267 6.67196 -7.92316 0.38
H 0.67391 7.78888 -8.38516 0.48
H -2.40275 5.65208 -8.47751 0.26
H -1.27259 5.40344 -9.83167 0.44
H -1.79285 6.98417 -9.34632 0.41
H -0.87587 2.27844 -9.04349 0.53
H -2.10247 3.06743 -8.15385 0.39
H -1.36603 1.65532 -7.52126 0.08
C -4.26723 -5.81838 1.87945 -1.00
C -3.82049 -4.35696 2.00715 0.05
O -4.27361 -3.81362 3.06602 -0.50
O -3.21057 -3.80757 1.08873 -0.69
H -3.37777 -6.41931 2.04936 0.40
H -4.72471 -6.07208 0.89206 0.05
H -4.90961 -5.96039 2.78041 0.20
C -2.88913 2.03185 2.99336 -0.86
C -2.20532 2.48891 1.61345 0.62
O -1.08103 1.99622 1.30166 -0.72
O -2.95976 3.31559 1.02666 -0.89
H -2.29070 1.21186 3.38171 0.06
H -3.97614 1.78438 2.75406 0.23
H -2.91724 2.82777 3.75325 0.27
C 2.33139 4.58875 1.62314 -0.57
C 3.03631 4.12532 2.90557 0.58
O 3.81805 3.15772 2.85761 -0.96
O 2.76878 4.71439 4.00460 -0.35
H 2.12905 5.62043 1.71204 0.33
H 1.35901 4.13882 1.54753 -0.13
H 2.90213 4.30848 0.68413 0.20
C -0.21631 -4.98990 -4.91141 -1.73
C -0.21001 -4.65304 -3.40642 0.20
O -0.06681 -5.56282 -2.50584 -0.71
O -0.36133 -3.44748 -3.20944 -0.31
H -0.19304 -6.11681 -5.05231 0.33
H 0.65204 -4.57418 -5.49695 0.29
H -1.08380 -4.49485 -5.37185 0.36
C -1.40864 -1.20993 -5.11052 -0.91
C -1.45598 0.28060 -5.12069 0.38
O -0.49407 0.98547 -4.71394 -0.26
O -2.51049 0.87863 -5.54788 -0.78
H -0.74727 -1.37099 -5.96774 0.38
H -2.29029 -1.76998 -5.28618 0.37
H -0.86055 -1.59194 -4.29013 0.05
C 3.22518 -1.74152 -3.80293 -1.16
C 4.00526 -1.32499 -2.60902 0.81
O 4.24525 -2.20867 -1.76161 -0.66
O 4.53541 -0.18617 -2.63407 -0.92
H 2.56165 -2.51497 -3.48673 0.04
H 3.96032 -2.18628 -4.44319 0.60
H 2.69412 -0.96042 -4.31943 0.12
```

**Net charge**: +3
**LUMO energy**: -6.7423 eV
**F_max**: 5.14 eV Å⁻¹
**Frontier orbital gap**: 0.20365 Eh
**Energy above the lowest of the compared OMol25 structures with the same formula, charge and spin**: 0.0 kJ/mol
**M**: 1718.56 Da